# 1
{"formula": "C32H34Cl2N4OS2W", "method": "ωB97M-V/def2-TZVPD", "total_energy_ha": -3317.45727, "mol_weight_g_mol": 809.53, "spin_multiplicity": 3, "homo_lumo_gap_ev": [6.623, 6.651], "charge": 2, "homo_energy_ev": [-13.75, -13.90], "symbols": ["W", "Cl", "C", "C", "C", "C", "C", "Cl", "C", "S", "H", "H", "H", "C", "C", "C", "C", "C", "C", "C", "C", "C", "C", "N", "C", "C", "C", "C", "C", "N", "H", "H", "H", "H", "H", "H", "H", "H", "H", "H", "H", "H", "H", "H", "H", "H", "H", "C", "C", "C", "N", "C", "S", "N", "C", "O", "C", "C", "C", "C", "C", "C", "H", "H", "H", "H", "H", "H", "H", "H", "H", "H", "H", "H", "H", "H"], "coordinates": [[-0.286659, -0.147156, 0.850170], [-1.434127, 0.786487, 2.907278], [-1.327393, -0.502023, 4.109550], [-1.929327, -0.287311, 5.330174], [-1.847995, -1.300230, 6.274312], [-1.179825, -2.479670, 5.985082], [-0.581184, -2.660171, 4.747026], [0.246334, -4.130334, 4.412933], [-0.645708, -1.659438, 3.774392], [0.163367, -1.910766, 2.217264], [-2.447541, 0.638181, 5.539962], [-2.311333, -1.166305, 7.241804], [-1.115209, -3.271527, 6.718351], [-0.036457, -2.011382, -4.795933], [0.333317, -0.774623, -3.970804], [1.573943, -0.966074, -3.118396], [2.783734, -1.024439, -3.812241], [3.988221, -1.174442, -3.158516], [4.013404, -1.211054, -1.772585], [2.844439, -1.131952, -1.031101], [2.903756, -1.148452, 0.475295], [4.245080, -0.778489, 1.095143], [1.619340, -1.060711, -1.715975], [0.379064, -1.051806, -0.967489], [-0.609069, -1.774653, -1.452179], [-1.906569, -1.546357, -0.963735], [-3.145563, -2.105839, -1.191804], [-4.066472, -1.404331, -0.381269], [-3.361845, -0.463015, 0.325601], [-2.030209, -0.515208, -0.018902], [-0.923524, -1.814820, -5.396820], [-0.228116, -2.896482, -4.185382], [0.775411, -2.271743, -5.474512], [-0.524640, -0.434001, -3.386374], [0.540077, 0.040231, -4.665415], [2.760820, -0.948335, -4.893032], [4.910614, -1.237265, -3.720552], [4.963129, -1.300353, -1.264112], [2.592214, -2.125521, 0.851875], [2.164639, -0.431025, 0.864756], [5.005283, -1.530261, 0.887499], [4.148401, -0.709626, 2.178207], [4.606033, 0.182631, 0.723413], [-0.424351, -2.519385, -2.216188], [-3.362442, -2.920066, -1.865699], [-5.129874, -1.568708, -0.326202], [-3.724269, 0.253785, 1.044548], [2.215322, 6.373515, 0.236124], [3.406245, 5.478642, 0.555257], [3.013698, 4.031566, 0.812887], [2.461631, 3.443685, -0.422642], [1.503810, 2.565797, -0.545612], [0.623449, 2.083562, 0.901647], [1.108461, 2.088166, -1.739595], [1.451615, 2.501689, -3.090410], [0.552859, 2.475388, -3.880259], [2.851302, 2.851230, -3.393762], [3.081110, 3.791361, -4.398804], [4.381805, 4.113297, -4.747949], [5.445266, 3.479810, -4.117379], [5.216573, 2.521373, -3.135518], [3.920272, 2.207550, -2.767209], [2.540017, 7.399704, 0.074658], [1.498710, 6.377000, 1.059493], [1.690385, 6.052832, -0.666646], [3.917662, 5.836962, 1.449535], [4.146313, 5.514207, -0.250971], [2.259047, 3.971261, 1.592929], [3.875859, 3.435491, 1.116406], [2.919242, 3.740652, -1.279775], [0.209608, 1.623552, -1.735421], [2.238771, 4.258635, -4.892119], [4.567787, 4.850180, -5.517157], [6.460371, 3.726708, -4.398985], [6.050930, 2.014440, -2.669059], [3.732025, 1.440237, -2.024159]], "forces_ev_per_angstrom": [[-0.1, 0.3, -0.2], [0.0, 0.0, 0.0], [0.0, -0.1, 0.1], [0.0, 0.1, 0.0], [0.0, -0.1, 0.0], [0.0, 0.0, 0.0], [0.0, 0.0, 0.0], [0.0, 0.0, 0.0], [0.0, 0.0, -0.1], [0.1, -0.1, 0.2], [0.0, 0.0, 0.0], [0.0, 0.0, 0.0], [0.0, 0.0, 0.0], [0.0, 0.0, 0.0], [0.0, 0.0, 0.0], [0.0, 0.0, 0.0], [0.0, 0.0, 0.0], [0.0, 0.0, 0.0], [0.0, 0.0, 0.0], [0.0, 0.0, 0.0], [0.0, 0.0, 0.0], [0.0, 0.0, 0.0], [0.0, 0.0, 0.0], [0.0, 0.0, -0.1], [0.1, 0.0, 0.0], [-0.1, 0.0, 0.0], [0.0, 0.0, 0.0], [0.0, 0.0, 0.0], [0.0, 0.0, 0.0], [0.0, -0.1, 0.1], [0.0, 0.0, 0.0], [0.0, 0.0, 0.0], [0.0, 0.0, 0.0], [0.0, 0.0, 0.0], [0.0, 0.0, 0.0], [0.0, 0.0, 0.0], [0.0, 0.0, 0.0], [0.0, 0.0, 0.0], [0.0, 0.0, 0.0], [0.1, 0.0, 0.0], [0.0, 0.0, 0.0], [0.0, 0.0, 0.0], [0.0, 0.0, 0.0], [0.0, 0.0, 0.0], [0.0, 0.0, 0.0], [0.0, 0.0, 0.0], [0.0, 0.0, 0.0], [0.0, 0.0, 0.0], [0.0, 0.0, 0.0], [0.0, 0.0, 0.0], [-0.1, -0.1, 0.0], [0.1, 0.0, 0.0], [0.0, 0.0, 0.0], [0.0, 0.1, 0.1], [0.0, -0.1, 0.0], [0.0, 0.0, 0.0], [0.0, 0.1, 0.0], [0.0, 0.0, 0.0], [0.0, 0.0, 0.0], [0.0, 0.0, 0.0], [0.0, 0.0, 0.0], [-0.1, 0.0, 0.0], [0.0, 0.0, 0.0], [0.0, 0.0, 0.0], [0.0, 0.0, 0.0], [0.0, 0.0, 0.0], [0.0, 0.0, 0.0], [0.0, 0.0, 0.0], [0.0, 0.0, 0.0], [0.0, 0.0, 0.0], [0.0, 0.0, 0.0], [0.0, 0.0, 0.0], [0.0, 0.0, 0.0], [0.0, 0.0, 0.0], [0.0, 0.0, 0.0], [0.0, 0.0, 0.0]], "lowdin_spin": [1.685, 0.036, 0.008, 0.002, -0.004, 0.002, -0.003, 0.001, 0.020, 0.016, 0.000, 0.000, 0.000, 0.000, 0.002, -0.001, 0.000, -0.002, 0.000, 0.000, 0.017, 0.003, 0.006, 0.022, 0.039, 0.017, 0.011, 0.001, 0.027, 0.018, 0.000, 0.000, 0.000, 0.001, 0.000, 0.000, 0.000, 0.000, 0.000, 0.008, 0.001, 0.000, 0.000, 0.001, 0.001, 0.000, 0.001, 0.000, 0.000, 0.000, 0.003, 0.021, 0.032, 0.003, 0.000, 0.000, 0.000, 0.000, 0.000, 0.000, 0.000, 0.000, 0.000, 0.000, 0.000, 0.000, 0.000, 0.000, 0.000, 0.001, 0.002, 0.000, 0.000, 0.000, 0.000, 0.000]}


# 2
{"formula": "C4H7O2", "method": "ωB97M-V/def2-TZVPD", "total_energy_ha": -306.75058, "mol_weight_g_mol": 87.10, "spin_multiplicity": 1, "homo_lumo_gap_ev": 8.831, "charge": 1, "homo_energy_ev": -14.20, "symbols": ["C", "C", "C", "C", "O", "O", "H", "H", "H", "H", "H", "H", "H"], "coordinates": [[1.074055, -1.125169, 0.245899], [-2.286449, 1.057632, 1.195542], [2.245661, -0.772211, -0.574071], [-1.955433, 1.142637, -0.154502], [-2.650506, 0.880599, 2.264947], [-0.015941, -0.680348, 0.058465], [1.016120, -1.898250, 1.075639], [2.874205, -1.604279, -0.786893], [2.924339, -0.211619, 0.027527], [2.231555, -0.376602, -1.622301], [-2.691724, 0.740157, -0.834171], [-1.767635, 2.129995, -0.547169], [-0.998247, 0.717459, -0.348911]], "forces_ev_per_angstrom": [[0.1, -1.8, 0.3], [-1.8, -0.9, 3.3], [1.2, -0.3, -1.2], [-0.2, 1.4, -1.1], [1.5, 0.8, -3.3], [-2.0, 1.3, -0.5], [1.5, 0.5, -0.7], [0.3, -1.5, 0.4], [0.4, 1.0, 0.5], [-1.2, 0.4, 1.2], [-0.6, -0.6, 0.2], [-0.3, 1.0, 0.6], [1.1, -1.3, 0.1]], "mulliken_charge": [0.158, 0.782, -1.043, -0.637, -0.051, -0.500, 0.381, 0.356, 0.316, 0.312, 0.329, 0.347, 0.249]}


# 3
{"formula": "C5H7NO", "method": "ωB97M-V/def2-TZVPD", "total_energy_ha": -324.64233, "mol_weight_g_mol": 97.12, "spin_multiplicity": 1, "smiles": "[H]/N=C/[C@@H]1C(=O)[C@H]1C", "homo_lumo_gap_ev": 10.073, "homo_energy_ev": -9.15, "symbols": ["C", "C", "C", "C", "N", "C", "O", "H", "H", "H", "H", "H", "H", "H"], "coordinates": [[-1.973128, 0.701150, -0.007551], [-0.663437, 0.045003, -0.405741], [0.506368, 0.011186, 0.634077], [1.895990, -0.006064, 0.117558], [2.125862, -0.336187, -1.089189], [-0.300601, -1.193996, 0.270119], [-0.471687, -2.360672, 0.467366], [-1.920224, 1.791437, -0.080494], [-2.257033, 0.449238, 1.021867], [-2.775039, 0.355302, -0.666468], [-0.321190, 0.179477, -1.434811], [0.344895, 0.497690, 1.592361], [2.681367, 0.227933, 0.850425], [3.127862, -0.361495, -1.269524]], "forces_ev_per_angstrom": [[0.0, 0.1, 0.0], [-0.1, -0.1, 0.0], [0.1, 0.1, 0.2], [0.0, -0.1, -0.2], [0.2, 0.1, 0.4], [-0.2, -0.4, 0.0], [0.1, 0.6, -0.1], [0.1, -0.1, 0.0], [0.1, 0.0, -0.2], [0.1, 0.0, 0.1], [-0.1, -0.1, 0.2], [0.0, -0.1, -0.1], [-0.1, -0.1, -0.2], [-0.1, 0.1, 0.0]], "mulliken_charge": [-1.299, 0.029, -0.276, -0.260, -0.577, 0.472, -0.527, 0.330, 0.292, 0.355, 0.464, 0.378, 0.378, 0.240]}


What energy above the lowest of the compared OMol25 structures with the same formula, charge and spin values result from the calculations? In sequence: 0.90 26.69 51.54 kcal per mole.